# 1
ORCA calculation (wB97M-V/def2-TZVPD) on a structure of composition C8H7NO2Zn at a distorted geometry.

Atoms and positions in Å:
N1 -0.413 1.348 1.158
C1 -1.082 1.976 0.239
C2 -0.863 1.420 -1.109
C3 -0.028 0.204 -0.801
C4 1.306 0.149 -0.940
C5 2.008 -1.087 -0.512
O1 3.118 -1.367 -0.894
C6 1.272 -1.962 0.453
C7 -0.075 -1.900 0.569
C8 -0.823 -0.913 -0.249
O2 -2.033 -0.986 -0.382
H1 -0.608 1.758 2.076
H2 -1.729 2.813 0.479
H3 -1.812 1.140 -1.569
H4 -0.380 2.149 -1.756
H5 1.862 0.977 -1.350
H6 1.861 -2.654 1.037
H7 -0.621 -2.564 1.232
Zn1 -0.960 -0.500 2.319

Values from the calculation:
HOMO level in eV: -18.0
Charge: +2
LUMO energy in eV: -12.8275
Energy relative to the best compared isomer or geometry (same formula, charge and spin) in kJ/mol: 0.0
Gap between HOMO and LUMO in eV: 5.146



# 2
ORCA calculation (wB97M-V/def2-TZVPD) on the molecule C8H6FN3 at a distorted geometry.

Atoms and positions in Å:
C1 1.455 -1.382 0.431
C2 -1.578 -1.547 -0.907
C3 -1.660 -1.665 0.466
C4 -1.021 -0.320 -1.243
C5 -0.860 0.282 -0.081
C6 1.830 -0.155 0.135
C7 1.938 1.073 -0.197
C8 0.745 1.912 -0.711
N1 1.373 -2.522 0.669
N2 -1.355 -0.441 0.952
N3 -0.402 1.581 0.168
F1 3.103 1.771 0.076
H1 -1.832 -2.335 -1.662
H2 -2.066 -2.328 1.127
H3 1.165 3.001 -0.670
H4 0.524 1.531 -1.665
H5 -1.275 -0.101 1.946
H6 -0.086 1.644 1.167

Values from the calculation:
HOMO level (spin up / spin down) in eV: -7.8 / -8.1
Charge: 0
LUMO energy (spin up / spin down) in eV: -1.5183 / -1.5960
Energy relative to the best compared isomer or geometry (same formula, charge and spin) in kJ/mol: 730.0
Gap between HOMO and LUMO (spin up / spin down) in eV: 6.237 / 6.519



# 3
ORCA calculation (wB97M-V/def2-TZVPD) on the molecule C2H2N2O at a distorted geometry.

Atoms and positions in Å:
O1 0.586 1.857 0.312
C1 -0.247 1.027 0.020
C2 -0.190 -0.422 0.421
N1 1.176 -1.018 0.368
N2 0.695 -1.539 -0.578
H1 -1.186 1.311 -0.490
H2 -0.833 -1.216 -0.052

Values from the calculation:
SMILES string: O=CC1N=N1
HOMO level (spin up / spin down) in eV: -9.6 / -9.6
Charge: 0
LUMO energy (spin up / spin down) in eV: -0.4735 / -0.4739
Energy relative to the best compared isomer or geometry (same formula, charge and spin) in kJ/mol: 435.7
Gap between HOMO and LUMO (spin up / spin down) in eV: 9.158 / 9.157



# 4
ORCA calculation (wB97M-V/def2-TZVPD) on the ion C8H10NO with charge +1 at a distorted geometry.

Atoms and positions in Å:
C1 0.183 1.040 0.733
C2 0.051 1.437 -0.570
C3 -0.099 -0.497 0.709
C4 0.888 1.951 1.691
C5 -0.302 0.403 -1.457
C6 -0.511 -0.834 -0.576
C7 -0.810 -3.179 -0.393
C8 1.610 3.097 1.659
N1 -0.161 0.377 -2.695
O1 -0.795 -1.994 -1.122
H1 0.739 1.528 2.675
H2 0.078 2.420 -0.772
H3 -0.025 -1.104 1.682
H4 0.215 -3.447 -0.089
H5 -1.166 -3.963 -1.123
H6 1.842 3.486 2.587
H7 1.522 3.794 0.820
H8 -1.417 -3.104 0.521
H9 -0.209 -0.472 -3.168
H10 0.145 1.252 -3.172

Values from the calculation:
SMILES string: C=CC1=CC(=[NH2+])C(OC)=C1
HOMO level (spin up / spin down) in eV: -12.5 / -12.5
Charge: +1
LUMO energy (spin up / spin down) in eV: -5.7342 / -5.7343
Energy relative to the best compared isomer or geometry (same formula, charge and spin) in kJ/mol: 339.9
Gap between HOMO and LUMO (spin up / spin down) in eV: 6.763 / 6.765



# 5
ORCA calculation (wB97M-V/def2-TZVPD) on the molecule C30H37N3O at a distorted geometry.

Atoms and positions in Å:
C1 -1.047 -3.034 2.958
C2 -0.851 -3.851 1.765
N1 -0.794 -4.415 0.743
N2 -0.044 -1.882 2.930
C3 -0.434 -0.734 3.563
C4 0.233 0.457 3.331
C5 1.425 0.461 2.596
C6 1.808 -0.729 1.977
C7 1.009 -1.859 2.075
H1 -2.011 -2.492 2.880
H2 -1.363 -0.820 4.124
H3 -0.227 1.364 3.712
H4 1.996 1.372 2.463
H5 2.715 -0.837 1.384
H6 1.256 -2.750 1.492
C8 5.077 -5.847 5.620
N3 3.781 -6.057 6.241
C9 3.717 -6.910 7.412
C10 2.638 -5.528 5.723
C11 1.406 -5.667 6.421
C12 0.271 -5.055 5.925
C13 0.262 -4.458 4.650
C14 -1.076 -3.852 4.177
C15 -2.197 -4.915 4.082
C16 -3.421 -4.506 3.515
C17 -4.579 -5.243 3.605
C18 -5.919 -4.784 2.989
C19 -6.462 -5.880 2.063
C20 -5.764 -3.504 2.172
C21 -6.953 -4.519 4.093
C22 -4.548 -6.482 4.391
O1 -5.620 -7.068 4.695
C23 -3.256 -6.987 4.856
C24 -3.223 -8.316 5.647
C25 -4.086 -8.204 6.919
C26 -1.799 -8.683 6.071
C27 -3.784 -9.456 4.787
C28 -2.135 -6.217 4.619
C29 1.462 -4.370 3.937
C30 2.650 -4.844 4.487
H7 5.282 -4.778 5.469
H8 5.837 -6.256 6.292
H9 5.150 -6.347 4.642
H10 3.055 -7.769 7.227
H11 4.732 -7.252 7.641
H12 3.312 -6.345 8.262
H13 1.356 -6.196 7.373
H14 -0.653 -5.054 6.517
H15 -1.384 -3.166 5.003
H16 -3.465 -3.549 2.996
H17 -6.672 -6.794 2.627
H18 -7.386 -5.528 1.586
H19 -5.726 -6.103 1.282
H20 -5.452 -2.672 2.813
H21 -5.042 -3.653 1.362
H22 -6.731 -3.244 1.726
H23 -6.591 -3.742 4.775
H24 -7.891 -4.171 3.642
H25 -7.150 -5.428 4.667
H26 -5.123 -7.983 6.647
H27 -4.059 -9.150 7.477
H28 -3.711 -7.403 7.568
H29 -1.164 -8.848 5.191
H30 -1.351 -7.897 6.695
H31 -1.806 -9.614 6.658
H32 -3.182 -9.569 3.880
H33 -3.754 -10.398 5.349
H34 -4.817 -9.234 4.506
H35 -1.162 -6.641 4.871
H36 1.505 -3.925 2.955
H37 3.588 -4.643 3.965

Values from the calculation:
HOMO level in eV: -5.4
Charge: 0
LUMO energy in eV: -2.2943
Energy relative to the best compared isomer or geometry (same formula, charge and spin) in kJ/mol: 0.0
Gap between HOMO and LUMO in eV: 3.147



# 6
ORCA calculation (wB97M-V/def2-TZVPD) on a cluster of 3 separate species, C18H24BN4O6P in total at a distorted geometry.

Atoms and positions in Å:
C1 -6.445 0.162 -0.599
C2 -6.975 1.164 -1.648
B1 -6.338 1.082 -3.081
O1 -7.136 1.257 -4.171
C3 -4.782 0.838 -3.261
C4 -3.905 1.841 -2.481
C5 -2.491 1.388 -2.942
P1 -1.399 2.780 -2.525
N1 -1.446 3.214 -1.020
N2 -2.698 1.211 -4.399
C6 -4.129 1.053 -4.600
O2 -4.635 1.121 -5.691
H1 -7.131 -0.682 -0.504
H2 -5.464 -0.248 -0.855
H3 -6.346 0.626 0.384
H4 -8.060 1.050 -1.742
H5 -6.804 2.195 -1.306
H6 -6.636 1.479 -4.971
H7 -4.441 -0.156 -2.938
H8 -4.038 2.827 -2.953
H9 -4.069 1.906 -1.409
H10 -2.265 0.483 -2.375
H11 -1.820 3.735 -3.470
H12 -0.107 2.405 -2.939
H13 -1.792 4.156 -0.890
H14 -2.316 0.313 -4.686
C7 3.479 0.486 1.746
C8 3.178 0.451 0.390
C9 1.863 0.344 -0.030
C10 0.867 0.274 0.926
C11 1.140 0.301 2.281
C12 2.460 0.407 2.687
N3 -0.534 0.176 0.490
O3 -0.752 0.134 -0.707
O4 -1.394 0.146 1.341
H15 4.512 0.566 2.058
H16 3.973 0.509 -0.341
H17 1.614 0.317 -1.080
H18 0.337 0.244 3.000
H19 2.693 0.432 3.743
C13 6.284 -4.172 5.092
C14 6.639 -4.674 3.847
C15 6.757 -3.823 2.761
C16 6.516 -2.475 2.950
C17 6.158 -1.952 4.178
C18 6.042 -2.814 5.257
N4 6.651 -1.564 1.801
O5 6.940 -2.044 0.727
O6 6.454 -0.380 1.996
H20 6.197 -4.840 5.938
H21 6.826 -5.732 3.721
H22 7.030 -4.197 1.786
H23 5.976 -0.894 4.290
H24 5.764 -2.425 6.226

Values from the calculation:
SMILES string: CCB(O)[C@@H]1C[C@H]([PH2]=N)NC1=O.O=[N+]([O-])c1ccccc1.O=[N+]([O-])c1ccccc1
HOMO level in eV: -8.6
Charge: 0
LUMO energy in eV: -0.7729
Gap between HOMO and LUMO in eV: 7.852



# 7
ORCA calculation (wB97M-V/def2-TZVPD) on a structure of composition C32H16N8SbScSe4.

Atoms and positions in Å:
Sc1 0.300 -0.497 -0.439
C1 0.771 4.567 -4.891
C2 -0.586 4.272 -5.138
C3 -1.251 3.316 -4.403
C4 -0.541 2.635 -3.410
C5 -0.922 1.638 -2.449
N1 0.159 1.299 -1.702
C6 1.216 2.095 -2.066
N2 2.375 2.262 -1.410
C7 2.731 1.622 -0.338
C8 3.815 2.042 0.544
C9 4.758 3.058 0.461
C10 5.639 3.212 1.520
C11 5.578 2.380 2.645
C12 4.631 1.372 2.733
C13 3.754 1.214 1.670
C14 2.655 0.280 1.430
N3 2.314 -0.688 2.290
C15 1.131 -1.250 2.283
N4 -0.009 -0.760 1.687
C16 -1.014 -1.667 1.897
N5 -2.274 -1.559 1.520
C17 -2.645 -0.783 0.513
N6 -1.850 -0.219 -0.406
C18 -2.618 0.499 -1.302
N7 -2.210 1.272 -2.254
C19 -4.032 0.317 -0.941
C20 -5.209 0.788 -1.498
C21 -6.401 0.438 -0.878
C22 -6.415 -0.360 0.268
C23 -5.233 -0.828 0.827
C24 -4.048 -0.472 0.207
C25 -0.511 -2.787 2.699
C26 -1.096 -3.988 3.053
C27 -0.290 -4.909 3.709
C28 1.047 -4.633 3.986
C29 1.632 -3.433 3.606
C30 0.827 -2.519 2.957
N8 2.107 0.524 0.236
C31 0.813 2.928 -3.165
C32 1.477 3.909 -3.908
H1 1.262 5.327 -5.487
H2 -1.106 4.810 -5.922
H3 -2.293 3.084 -4.579
H4 4.796 3.703 -0.407
H5 6.391 3.991 1.480
H6 6.283 2.529 3.453
H7 4.568 0.719 3.593
H8 -5.189 1.404 -2.388
H9 -7.340 0.782 -1.293
H10 -7.363 -0.624 0.719
H11 -5.224 -1.458 1.706
H12 -2.109 -4.222 2.760
H13 -0.688 -5.887 3.945
H14 1.656 -5.399 4.449
H15 2.686 -3.240 3.755
H16 2.517 4.133 -3.709
Se1 0.383 -6.233 -3.114
Sb1 0.068 -5.530 -0.846
Se2 0.618 -2.787 -0.959
Se3 1.726 -6.242 0.756
Se4 -2.216 -5.443 -0.058

Values from the calculation:
HOMO level in eV: -1.5
Charge: -2
LUMO energy in eV: 2.6676
Gap between HOMO and LUMO in eV: 4.148